[1]
{"formula": "C26H18F5N6ORuS2", "method": "wB97M-V/def2-TZVPD", "elements": ["Ru", "N", "C", "N", "C", "N", "N", "C", "N", "C", "C", "C", "C", "C", "N", "H", "H", "H", "H", "H", "H", "H", "H", "F", "C", "C", "F", "C", "F", "C", "S", "C", "F", "C", "F", "O", "S", "C", "C", "C", "C", "C", "C", "C", "C", "C", "C", "C", "C", "H", "H", "H", "H", "H", "H", "H", "H", "H", "H"], "xyz": [[-1.28, -0.25, 0.26], [-0.23, 1.69, 2.72], [-1.51, 1.42, 2.98], [-2.06, 1.76, 4.13], [-3.36, 1.47, 4.32], [-3.90, 1.78, 5.48], [-4.11, 0.88, 3.36], [-3.51, 0.55, 2.25], [-2.21, 0.76, 2.02], [-4.24, -0.11, 1.15], [-5.55, -0.56, 1.31], [-6.15, -1.24, 0.26], [-5.45, -1.39, -0.93], [-4.18, -0.85, -1.03], [-3.57, -0.25, 0.00], [0.33, 2.18, 3.39], [0.09, 1.55, 1.77], [-3.34, 2.23, 6.18], [-4.87, 1.58, 5.67], [-6.05, -0.37, 2.24], [-7.14, -1.65, 0.37], [-5.89, -1.89, -1.78], [-3.62, -0.88, -1.96], [0.28, -4.38, -5.07], [0.11, -3.95, -3.84], [-0.35, -2.65, -3.62], [-0.60, -1.84, -4.64], [-0.54, -2.21, -2.32], [-0.99, -0.94, -2.12], [-0.30, -3.02, -1.20], [-0.58, -2.53, 0.45], [0.18, -4.32, -1.45], [0.45, -5.11, -0.42], [0.38, -4.79, -2.75], [0.84, -6.01, -2.96], [0.58, 0.91, -0.33], [1.86, 0.15, -0.62], [2.95, 0.64, 0.75], [3.81, -0.29, 1.29], [4.68, 0.10, 2.30], [4.65, 1.41, 2.76], [3.75, 2.32, 2.23], [2.89, 1.95, 1.22], [2.65, 1.07, -1.95], [3.79, 0.51, -2.53], [4.44, 1.21, -3.53], [3.94, 2.43, -3.96], [2.79, 2.96, -3.39], [2.13, 2.28, -2.39], [3.82, -1.31, 0.93], [5.37, -0.61, 2.71], [5.33, 1.71, 3.54], [3.74, 3.34, 2.60], [2.20, 2.66, 0.79], [4.17, -0.44, -2.20], [5.33, 0.80, -3.98], [4.43, 2.95, -4.76], [2.41, 3.92, -3.72], [1.22, 2.67, -1.95]], "e_lumo_ha": [-0.219, -0.326], "total_energy_ev": -76066.589, "relative_energy_kj_mol": 58.43, "largest_force_ev_per_a": 2.1, "e_homo_ev": [-14.3, -14.3], "homo_lumo_gap_ev": [8.37, 5.46], "total_charge": 2, "multiplicity": 6}


[2]
{"formula": "C26H18F6N2O5PRbS2Se", "method": "wB97M-V/def2-TZVPD", "elements": ["Rb", "O", "C", "C", "C", "C", "C", "C", "C", "P", "C", "C", "C", "C", "C", "C", "C", "C", "C", "C", "C", "C", "H", "H", "H", "H", "H", "H", "H", "H", "H", "H", "H", "H", "H", "H", "F", "C", "F", "F", "S", "O", "O", "N", "S", "O", "O", "C", "F", "F", "F", "Se", "C", "C", "C", "N", "C", "C", "H", "H", "H", "H"], "xyz": [[0.02, -0.21, -1.36], [2.42, 1.56, -0.97], [1.89, 2.49, -0.39], [2.27, 3.23, 0.79], [3.25, 4.25, 0.72], [3.44, 5.12, 1.77], [2.67, 5.03, 2.94], [1.71, 4.03, 3.02], [1.49, 3.13, 1.98], [0.12, 1.94, 1.93], [-0.67, 2.22, 3.57], [-1.66, 3.20, 3.65], [-2.30, 3.48, 4.85], [-1.97, 2.77, 5.99], [-1.01, 1.77, 5.93], [-0.36, 1.50, 4.73], [0.90, 0.30, 2.17], [2.27, 0.12, 2.33], [2.83, -1.15, 2.31], [2.02, -2.27, 2.14], [0.65, -2.11, 2.00], [0.09, -0.84, 2.01], [3.85, 4.34, -0.18], [4.21, 5.89, 1.70], [2.82, 5.72, 3.76], [1.12, 3.94, 3.92], [-1.92, 3.75, 2.75], [-3.05, 4.26, 4.89], [-2.48, 2.98, 6.93], [-0.75, 1.21, 6.81], [0.39, 0.73, 4.68], [2.91, 0.99, 2.41], [3.90, -1.27, 2.39], [2.46, -3.25, 2.06], [0.02, -2.97, 1.82], [-0.97, -0.71, 1.84], [-5.41, -3.12, -1.63], [-4.93, -2.04, -2.27], [-5.45, -0.96, -1.68], [-5.36, -2.08, -3.53], [-3.07, -2.05, -2.18], [-2.78, -1.37, -0.95], [-2.74, -3.44, -2.29], [-2.59, -1.29, -3.46], [-2.75, 0.22, -3.84], [-4.04, 0.80, -3.55], [-1.57, 0.99, -3.54], [-2.71, 0.05, -5.67], [-2.82, 1.27, -6.21], [-3.73, -0.70, -6.11], [-1.57, -0.50, -6.09], [2.20, -3.10, -1.49], [1.89, -4.05, -3.10], [0.83, -4.94, -3.27], [0.67, -5.63, -4.46], [1.48, -5.51, -5.52], [2.48, -4.64, -5.37], [2.72, -3.91, -4.23], [0.13, -5.08, -2.46], [-0.16, -6.32, -4.57], [3.14, -4.53, -6.23], [3.56, -3.22, -4.18]], "e_lumo_ha": 0.143, "total_energy_ev": -153738.855, "relative_energy_kj_mol": 0.00, "largest_force_ev_per_a": 0.8, "e_homo_ev": -0.7, "homo_lumo_gap_ev": 4.64, "total_charge": -2}


[3]
{"formula": "C26H19Br2N4O2SSn", "method": "wB97M-V/def2-TZVPD", "elements": ["Sn", "C", "C", "C", "C", "C", "C", "C", "S", "O", "O", "N", "C", "C", "C", "C", "C", "C", "C", "C", "N", "C", "H", "H", "H", "H", "H", "H", "H", "H", "H", "H", "H", "H", "H", "Br", "C", "C", "C", "N", "C", "C", "C", "C", "C", "Br", "C", "C", "N", "H", "H", "H", "H", "H", "H"], "xyz": [[13.41, 13.44, 4.83], [17.31, 7.70, 5.95], [17.18, 9.13, 5.56], [16.33, 10.01, 6.22], [16.20, 11.33, 5.81], [16.79, 11.69, 4.62], [17.79, 10.92, 4.05], [17.96, 9.60, 4.50], [16.22, 13.15, 3.76], [17.17, 13.55, 2.74], [14.84, 12.86, 3.25], [15.98, 14.10, 5.05], [16.24, 15.43, 4.88], [17.59, 15.91, 4.83], [17.86, 17.23, 4.48], [16.82, 18.12, 4.30], [15.48, 17.71, 4.47], [14.43, 18.65, 4.26], [13.14, 18.17, 4.34], [12.88, 16.81, 4.60], [13.86, 15.91, 4.78], [15.16, 16.37, 4.80], [16.46, 7.47, 6.59], [18.23, 7.53, 6.53], [17.38, 7.05, 5.06], [15.78, 9.68, 7.07], [15.63, 12.05, 6.39], [18.38, 11.39, 3.28], [18.80, 8.99, 4.16], [18.38, 15.17, 5.04], [18.87, 17.52, 4.29], [16.97, 19.12, 4.01], [14.64, 19.69, 4.04], [12.26, 18.77, 4.10], [11.82, 16.44, 4.65], [6.38, 12.78, 4.48], [8.29, 12.91, 4.27], [8.84, 14.16, 3.93], [10.20, 14.23, 3.78], [11.03, 13.20, 3.96], [10.53, 11.98, 4.19], [9.13, 11.83, 4.49], [11.38, 10.81, 4.26], [10.82, 9.51, 4.27], [11.64, 8.39, 4.37], [10.94, 6.62, 4.42], [13.00, 8.59, 4.31], [13.47, 9.88, 4.28], [12.70, 10.97, 4.34], [8.23, 15.07, 3.82], [10.64, 15.15, 3.48], [8.75, 10.84, 4.75], [9.78, 9.42, 4.04], [13.75, 7.77, 4.24], [14.54, 10.05, 4.15]], "e_lumo_ha": -0.137, "total_energy_ev": -194071.338, "relative_energy_kj_mol": 0.00, "largest_force_ev_per_a": 3.0, "e_homo_ev": -10.5, "homo_lumo_gap_ev": 6.77, "total_charge": 1}